(1)
Computed, not measured: a molecular structure, C42H44N6NaO2S4SbSi in a non-equilibrium geometry, with ωB97M-V/def2-TZVPD.

## Properties
- electronic energy (eV) = -119479.3869
- energy above the lowest of the compared OMol25 structures with the same formula, charge and spin (kcal per mole) = 0.0
- lowest unoccupied orbital energy (eV) = 3.76
- frontier orbital gap (eV) = 5.7
- spin multiplicity = 1
- charge = -2
- highest occupied orbital energy (eV) = -1.908

Element x y z (Å)
Na  11.978642  -13.429823  15.770872
N  7.622580  -16.142783  15.246432
C  8.827459  -15.667363  14.643979
S  9.890818  -16.812844  13.947282
N  8.916036  -14.372890  14.523794
N  10.116826  -13.829653  14.176072
C  10.036383  -12.785392  13.444780
C  11.145557  -11.836441  13.222829
C  11.448968  -11.293316  11.958819
C  12.436061  -10.321683  11.856739
C  13.112253  -9.940053  12.995246
C  12.780384  -10.566542  14.190181
N  11.861776  -11.499188  14.290798
H  7.382930  -17.026852  14.811995
H  6.856697  -15.492441  15.132349
H  9.061363  -12.476776  13.016768
H  10.901834  -11.631051  11.081974
H  12.677398  -9.872883  10.904050
H  13.880822  -9.182083  12.925829
H  13.301034  -10.302123  15.111398
C  17.914378  -11.470273  13.648957
Si  17.130151  -12.493201  12.293525
C  17.034336  -11.368286  10.766916
C  18.410736  -13.868461  11.919095
C  15.453289  -13.250433  12.522401
C  15.016361  -13.967401  11.435756
C  13.836969  -14.686446  11.511548
C  13.097474  -14.605153  12.680405
N  13.474568  -13.883359  13.721393
C  14.640395  -13.214259  13.667074
S  15.087392  -12.316846  15.072357
H  18.881267  -11.119151  13.240465
H  18.124123  -12.019055  14.554473
H  17.295838  -10.622147  13.939476
H  18.020508  -11.008363  10.509500
H  16.403773  -10.522613  11.057976
H  16.590740  -11.857744  9.899134
H  19.380853  -13.399710  11.734078
H  18.148365  -14.506272  11.081216
H  18.515037  -14.510777  12.778799
H  15.584516  -14.003566  10.493716
H  13.447174  -15.248422  10.683379
H  12.145831  -15.114759  12.763254
C  17.697554  -20.613800  15.922092
C  16.852656  -19.378588  15.861776
C  17.165343  -18.340623  14.972248
C  16.464956  -17.149594  14.996772
C  15.442985  -17.021600  15.905468
C  15.001073  -18.066386  16.689856
C  15.729282  -19.243099  16.682044
S  14.625216  -15.422167  15.999751
C  15.588507  -14.817460  17.359205
O  13.283962  -15.689618  16.525655
H  18.482986  -20.608292  15.184369
H  17.120564  -21.528260  15.806795
H  18.175008  -20.693091  16.895649
H  17.963167  -18.469904  14.276347
H  16.706735  -16.318350  14.344851
H  14.131680  -17.923041  17.299322
H  15.420934  -20.088340  17.281226
H  15.455909  -15.448862  18.218862
H  15.196436  -13.815562  17.546536
H  16.627643  -14.764063  17.048102
O  12.259630  -14.914959  19.870582
C  12.272256  -14.033068  19.043645
N  12.280335  -13.132362  18.257471
S  10.564623  -10.503436  17.302836
Sb  12.211492  -10.815302  18.834579
C  11.756914  -11.660263  20.722072
C  10.419969  -11.873896  21.026085
C  10.027799  -12.369769  22.248249
C  11.009426  -12.686209  23.184795
C  12.348235  -12.482310  22.886128
C  12.716489  -11.949142  21.668764
C  14.305252  -10.936995  18.510050
C  14.937626  -9.978519  17.744627
C  16.311007  -9.972873  17.623058
C  17.069728  -10.921058  18.283084
C  16.440260  -11.895907  19.021919
C  15.056208  -11.925721  19.143460
C  12.405788  -8.747143  19.591910
C  12.463378  -7.703341  18.675774
C  12.575491  -6.396430  19.096173
C  12.596526  -6.087933  20.433206
C  12.484653  -7.109677  21.364935
C  12.441518  -8.427248  20.950352
H  9.676456  -11.639487  20.263292
H  8.982184  -12.522253  22.466082
H  10.739173  -13.095110  24.145982
H  13.118754  -12.728479  23.600703
H  13.769463  -11.761421  21.469528
H  14.350038  -9.206596  17.236373
H  16.785472  -9.220254  17.017994
H  18.143486  -10.912722  18.179505
H  17.034525  -12.671382  19.482069
H  14.580573  -12.739810  19.665486
H  12.395304  -7.942021  17.619776
H  12.618264  -5.605714  18.356649
H  12.607825  -5.069397  20.769553
H  12.453269  -6.894236  22.420755
H  12.345246  -9.201815  21.690660

Forces on atoms 1 to 2 (eV/Å):
Na 0.2 -0.2 0.2
N 0.5 0.0 -0.5


(2)
Computed, not measured: 2 unconnected molecules or ions with the total composition C5H12O2 in a non-equilibrium geometry, with ωB97M-V/def2-TZVPD.

## Properties
- electronic energy (eV) = -9464.0536
- energy above the lowest of the compared OMol25 structures with the same formula, charge and spin (kcal per mole) = 22.7
- lowest unoccupied orbital energy (alpha / beta) (eV) = -5.65 / -7.73
- frontier orbital gap (alpha / beta) (eV) = 9.2 / 7.1
- spin multiplicity = 2
- ⟨S²⟩ = 0.755
- charge = +1
- highest occupied orbital energy (alpha / beta) (eV) = -14.854 / -14.878

Element x y z (Å)
C  1.397657  -1.281635  0.331927
C  0.748241  -0.978194  -1.031465
C  -2.476104  0.480203  0.295446
O  -1.728402  0.324780  1.491368
C  -1.635992  -0.061347  -0.808549
C  -0.282305  0.082578  -0.950474
H  2.246089  -0.671379  0.592447
H  1.719706  -2.301048  0.290587
H  0.641815  -1.281868  1.104725
H  0.216109  -1.871182  -1.393595
H  1.493229  -0.809671  -1.810744
H  -3.405478  -0.073811  0.412501
H  -2.608468  1.548059  0.064488
H  -2.045462  0.983572  2.121056
H  -2.103443  -0.859766  -1.371625
H  0.186036  1.070634  -1.043945
H  2.746543  1.811347  -0.209287
H  2.121145  2.225494  1.178302
O  2.769084  1.663234  0.736836

Forces on atoms 1 to 2 (eV/Å):
C -0.4 -0.3 0.2
C -1.1 -1.2 -1.3


Among the records above, which one has the highest electronic energy?
C5H12O2


What is the energy above the lowest of the compared OMol25 structures with the same formula, charge and spin in the second record?
22.7 kcal per mole


Among the records above, which one has the lowest charge?
C42H44N6NaO2S4SbSi


Among the records above, which one has the lowest charge?
C42H44N6NaO2S4SbSi